(1)
The following is a DFT calculation (ωB97M-V/def2-TZVPD) of a molecular structure, C5H7BeO5 at a distorted geometry.

The geometry in ORCA input format:
```
! wB97M-V def2-TZVPD RIJCOSX def2/J DEFGRID3
* xyz 0 2
O -0.2968 -2.0276 1.9668
C 0.0379 -2.7014 2.9025
O -0.0121 -2.7178 4.1017
O 1.4395 -4.3591 1.0671
C 1.4095 -3.7084 2.1045
O 2.7207 -3.4695 2.5250
C 2.9934 -2.6457 3.6621
C 4.3365 -1.9792 3.5248
O 4.4457 -1.4714 2.2079
C 5.5760 -0.6395 2.0171
Be 3.7137 -3.4542 1.2505
H 2.9470 -3.2742 4.5593
H 2.2206 -1.8827 3.8019
H 5.1456 -2.7095 3.6959
H 4.4086 -1.1700 4.2702
H 5.5946 -0.3519 0.9601
H 5.4975 0.2572 2.6520
H 6.5054 -1.1779 2.2602
*
```

Calculated values
Orbital gap (alpha / beta) (eV): 7.664 / 7.915
Relative energy (zero: lowest compared OMol25 entry of this formula, charge and spin) (kcal/mol): 0.0
E (Ha): -585.559058
Expectation value of S²: 0.75

---

(2)
The following is a DFT calculation (ωB97M-V/def2-TZVPD) of a molecular structure, C5H7Br at a distorted geometry.

The geometry in ORCA input format:
```
! wB97M-V def2-TZVPD RIJCOSX def2/J DEFGRID3
* xyz 0 1
C 1.2301 -0.0504 0.3311
C 1.8330 0.4619 -0.6713
C 0.5013 1.0440 -0.6024
C 0.9895 -0.9075 1.4810
C -0.5974 0.5818 -1.5139
Br 3.6723 0.0093 -2.4537
H 0.3917 2.0543 -0.2208
H 0.0593 -1.4571 1.3292
H 0.8946 -0.3171 2.3925
H 1.8057 -1.6181 1.5968
H -1.5171 0.4105 -0.9546
H -0.3096 -0.3406 -2.0117
H -0.8012 1.3372 -2.2701
*
```

Calculated values
Orbital gap (eV): 7.930
Relative energy (zero: lowest compared OMol25 entry of this formula, charge and spin) (kcal/mol): 72.1
E (Ha): -2768.572328

---

(3)
The following is a DFT calculation (ωB97M-V/def2-TZVPD) of C5H7Br in the gas phase at a distorted geometry.

The geometry in ORCA input format:
```
! wB97M-V def2-TZVPD RIJCOSX def2/J DEFGRID3
* xyz 0 1
C -1.5272 -2.0409 -0.4476
C -0.9443 -0.9849 -0.3231
C 1.3430 -0.0381 -0.6238
C -0.2384 0.9594 1.1751
C -0.0992 0.1681 -0.2253
Br -0.7722 1.4356 -1.7069
H -2.0561 -2.8860 -0.0897
H 2.0032 0.9528 -0.6147
H 1.9156 -0.7654 -0.0111
H 1.3528 -0.2463 -1.7245
H 0.5894 1.6394 1.3450
H -1.1740 1.5601 1.1791
H -0.3926 0.2462 2.0674
*
```

Calculated values
Orbital gap (eV): 10.363
Relative energy (zero: lowest compared OMol25 entry of this formula, charge and spin) (kcal/mol): 30.6
E (Ha): -2768.638571
SMILES: C#CC(C)(C)Br

---

(4)
The following is a DFT calculation (ωB97M-V/def2-TZVPD) of a molecular structure, C5H7BrF4N2O5PS2 at a distorted geometry.

The geometry in ORCA input format:
```
! wB97M-V def2-TZVPD RIJCOSX def2/J DEFGRID3
* xyz -1 1
O 2.2303 2.8538 -1.6969
S 1.3728 2.8753 -2.7978
O 1.8375 2.2079 -3.9499
F 1.0517 4.3550 -3.1828
N -0.1792 2.2180 -2.3783
N -1.1423 3.1295 -3.0158
C -2.2374 2.9877 -2.5178
S -3.7629 2.7743 -2.3836
P -0.2644 0.5820 -3.2239
O -1.2174 -0.3006 -2.2477
Br -1.4889 0.7415 -5.1199
H -1.1209 -0.0105 -1.3129
C 2.0719 -1.9050 2.1099
C 1.1708 -2.2885 3.2783
O 0.0969 -1.4073 3.5101
C -1.1095 -1.5235 2.6755
O -1.5607 -2.7358 2.6087
C -0.9175 -0.8818 1.2606
F -0.1444 0.2456 1.3201
F -2.1024 -0.4684 0.7374
F -0.3493 -1.6774 0.3349
H 2.2389 -0.8273 2.0794
H 3.0376 -2.4129 2.1960
H 1.6410 -2.2066 1.1586
H 1.7788 -2.2307 4.1883
H 0.8344 -3.3271 3.1989
H -1.7653 -0.7675 3.1705
*
```

Calculated values
Orbital gap (eV): 4.943
Relative energy (zero: lowest compared OMol25 entry of this formula, charge and spin) (kcal/mol): 12.9
E (Ha): -4791.635460

---

(5)
The following is a DFT calculation (ωB97M-V/def2-TZVPD) of C5H7BrO in the gas phase at a distorted geometry.

The geometry in ORCA input format:
```
! wB97M-V def2-TZVPD RIJCOSX def2/J DEFGRID3
* xyz 0 1
C -0.3449 1.4897 1.7166
C -1.0093 0.8854 0.4767
C 0.9539 0.8230 1.9129
C -0.2352 -0.3890 0.5159
C 0.3527 -0.8221 -0.7548
O -0.8194 2.1470 2.6164
Br 1.6225 0.2687 3.4657
H -2.1102 0.8738 0.7157
H -0.7466 1.5375 -0.3610
H 1.6785 1.1950 1.0890
H -0.4402 -1.0413 1.4707
H 0.1471 -0.0721 -1.5046
H 0.2646 -1.8377 -1.0632
H 1.4596 -0.7948 -0.5865
*
```

Calculated values
Orbital gap (alpha / beta) (eV): 8.572 / 8.574
Relative energy (zero: lowest compared OMol25 entry of this formula, charge and spin) (kcal/mol): 58.8
E (Ha): -2843.845073

---

(6)
The following is a DFT calculation (ωB97M-V/def2-TZVPD) of C5H7BrS in the gas phase at a distorted geometry.

The geometry in ORCA input format:
```
! wB97M-V def2-TZVPD RIJCOSX def2/J DEFGRID3
* xyz 0 3
C -0.5415 0.1095 1.2586
C 0.3783 -0.7743 -0.8960
C -0.9814 -0.4464 -0.1228
C -0.4591 1.4378 0.6023
C 1.2836 0.3654 -0.9842
S -1.5896 1.2149 -0.6801
Br 3.0071 0.2956 -0.0193
H -1.3938 0.4245 1.9350
H 0.1622 -0.5717 1.8123
H 0.7102 -1.6064 -0.2930
H 0.2031 -1.2643 -1.9483
H -1.6985 -1.2687 -0.0710
H -0.3125 2.3559 1.0568
H 1.3854 0.9491 -1.8821
*
```

Calculated values
Orbital gap (alpha / beta) (eV): 7.231 / 8.852
Relative energy (zero: lowest compared OMol25 entry of this formula, charge and spin) (kcal/mol): 21.3
E (Ha): -3166.724522
Expectation value of S²: 2.01